A 2-piece molecular cluster, C3H7ClN3 overall, computed with wB97M-V/def2-TZVPD.

Element x y z (Å)
C1 -0.32516 -0.43817 -1.30957
C2 -0.21445 0.55302 0.69063
C3 1.50697 -1.18428 0.32953
N1 -1.26877 0.41596 -1.31655
N2 0.33953 -0.48531 -0.16276
N3 -1.29633 1.08579 -0.22437
Cl1 -2.93179 1.25990 0.63062
H1 -0.19010 -1.25071 -2.03707
H2 -0.57423 0.29353 1.62097
H3 0.61433 1.30538 0.89594
H4 1.57658 -2.26051 0.12156
H5 2.48762 -0.75169 -0.02466
H6 1.23292 -1.18554 1.39650
H7 -0.95712 2.64264 -0.61076

Properties
Energy in hartree: -742.497506
Energy above the lowest of the compared OMol25 structures with the same formula, charge and spin in eV: 6.355
Frontier orbital gap (spin up / spin down) in eV: 7.757 / 7.762
M in g mol⁻¹: 120.56
LUMO level (spin up / spin down) in eV: -6.152 / -6.146
Net charge: +1

---

The molecule C3H7ClN4, computed with wB97M-V/def2-TZVPD.

Element x y z (Å)
H1 3.43120 -1.20417 0.38387
N1 2.93325 -0.30368 0.36468
C1 1.72624 -0.50741 0.01528
N2 1.11220 -1.73065 -0.23528
N3 0.89496 0.60217 -0.17182
N4 1.49254 1.86955 -0.06316
C2 -0.49890 0.63077 -0.18798
C3 -1.34978 -0.28748 0.23338
Cl1 -3.06636 -0.04812 0.05582
H2 0.36032 -1.73745 -0.90066
H3 1.80429 -2.48687 -0.37261
H4 1.88133 1.93372 0.88579
H5 2.31480 1.87285 -0.67658
H6 -0.85863 1.57754 -0.59604
H7 -1.10110 -1.21446 0.70217

Properties
Energy in hartree: -797.687578
Energy above the lowest of the compared OMol25 structures with the same formula, charge and spin in eV: 1.445
Frontier orbital gap in eV: 9.206
M in g mol⁻¹: 134.57
LUMO level in eV: 0.765
Structure (SMILES): [H]/N=C(\N)N(N)/C=C/Cl

---

A 2-piece molecular cluster, C3H7ClNO overall, computed with wB97M-V/def2-TZVPD.

Element x y z (Å)
O1 1.33712 1.56769 -0.58689
C1 0.41363 0.94990 -0.06516
N1 0.24171 -0.38504 -0.27341
C2 -0.60878 1.59628 0.84543
C3 1.14958 -1.12902 -1.12456
H1 -0.54039 -0.86442 0.17941
H2 -0.58896 1.13968 1.84930
H3 -0.37438 2.66970 0.94248
H4 -1.62652 1.49433 0.43261
H5 0.83051 -2.18442 -1.15507
H6 2.18093 -1.08437 -0.73605
H7 1.14336 -0.72974 -2.15274
Cl1 -3.55780 -3.04055 1.84467

Properties
Energy in hartree: -708.791922
Energy above the lowest of the compared OMol25 structures with the same formula, charge and spin in eV: 0.570
Frontier orbital gap in eV: 7.004
M in g mol⁻¹: 108.55
LUMO level in eV: 3.246
Net charge: -1

---

C3H7ClNO3S as an isolated structure, computed with wB97M-V/def2-TZVPD.

Element x y z (Å)
C1 0.06830 1.89272 -0.26676
C2 -2.28701 1.31090 0.19349
C3 -1.04749 0.89514 -0.17669
N1 0.67444 -1.59064 -1.18111
O1 1.89951 -3.06314 0.65300
O2 1.87984 -0.57198 0.82625
O3 -0.20059 -1.86133 1.18601
S1 0.98945 -1.65308 0.34970
Cl1 2.12501 -0.92243 -1.85950
H1 -0.34948 2.79396 0.00167
H2 0.98504 1.61331 0.40192
H3 0.45448 1.76114 -1.29267
H4 -2.44204 2.35425 0.46604
H5 1.24130 -3.62724 1.17009
H6 -3.16295 0.81747 -0.01524
H7 -0.82781 -0.14905 -0.45620

Properties
Energy in hartree: -1257.328270
Energy above the lowest of the compared OMol25 structures with the same formula, charge and spin in eV: 2.961
Frontier orbital gap in eV: 8.518
M in g mol⁻¹: 172.61
LUMO level in eV: 3.702
Net charge: -1

---

The molecule C3H7ClO, computed with wB97M-V/def2-TZVPD.

Element x y z (Å)
C1 -0.34064 -1.17373 -1.30772
C2 0.51147 -0.34547 -0.32326
Cl1 0.21652 1.39902 -0.60338
C3 0.39941 -0.68961 1.21154
O1 -0.91694 -0.50076 1.73859
H1 -1.28540 -0.70698 -1.47408
H2 -0.50068 -2.21356 -1.11280
H3 0.11135 -1.17395 -2.28186
H4 1.55630 -0.42698 -0.43302
H5 1.08747 -0.03311 1.72180
H6 0.70064 -1.72575 1.40601
H7 -1.43640 -0.24405 1.03924

Properties
Energy in hartree: -653.916434
Energy above the lowest of the compared OMol25 structures with the same formula, charge and spin in eV: 0.059
Frontier orbital gap in eV: 11.461
M in g mol⁻¹: 94.54
LUMO level in eV: 0.868
Structure (SMILES): C[C@@H](Cl)CO

---

A 2-piece molecular cluster, C3H7ClO overall, computed with wB97M-V/def2-TZVPD.

Element x y z (Å)
C1 -0.22048 1.19344 0.33318
C2 -1.04024 -0.98481 -0.49084
C3 -0.52384 -0.09669 0.58278
O1 2.42374 -0.95298 0.19679
Cl1 2.64760 0.53557 -0.14976
H1 -0.77605 1.62177 -0.56750
H2 -0.13355 1.79169 1.21295
H3 1.20064 1.18862 -0.06985
H4 -0.18212 -1.68846 -0.90110
H5 -1.43524 -0.46322 -1.42932
H6 -1.78505 -1.54255 -0.17661
H7 -0.17541 -0.60239 1.45927

Properties
Energy in hartree: -653.727908
Energy above the lowest of the compared OMol25 structures with the same formula, charge and spin in eV: 5.189
Frontier orbital gap in eV: 8.229
M in g mol⁻¹: 94.54
LUMO level in eV: -0.361

---

A 2-piece molecular cluster, C3H7ClO3 overall, computed with wB97M-V/def2-TZVPD.

Element x y z (Å)
C1 0.79057 2.51809 -0.53580
C2 -0.23522 -2.65947 1.26119
C3 0.27177 1.06684 -0.84807
O1 0.29918 3.61748 -1.25099
O2 -0.67035 -1.98673 0.20499
O3 0.88746 0.16718 -0.12630
Cl1 -0.99971 -2.03964 2.75139
H1 0.61460 2.79714 0.46542
H2 1.92432 2.67316 -0.45143
H3 -0.33536 -3.74891 1.39359
H4 0.82601 -2.54035 1.53677
H5 0.17646 3.38083 -2.23392
H6 -1.63008 -2.10793 0.13249
H7 0.44940 -0.65897 -0.33481

Properties
Energy in hartree: -804.281077
Energy above the lowest of the compared OMol25 structures with the same formula, charge and spin in eV: 3.139
Frontier orbital gap in eV: 8.954
M in g mol⁻¹: 126.54
LUMO level in eV: 0.488

---

A 2-piece molecular cluster, C3H7ClOS overall, computed with wB97M-V/def2-TZVPD.

Element x y z (Å)
C1 1.83619 -0.24089 -0.17283
C2 0.31036 -0.36526 -0.53047
C3 -0.34753 0.68596 0.28158
O1 -0.75805 0.46788 1.45101
S1 -2.61553 0.63313 -0.86229
Cl1 -3.41709 -0.75732 0.38459
H1 1.86521 -0.30957 0.95645
H2 2.28544 -1.00869 -0.77388
H3 2.19662 0.82185 -0.32295
H4 0.02677 0.00371 -1.62611
H5 -0.11069 -1.29271 -0.49735
H6 0.10079 1.70763 0.22231
H7 -1.37249 -0.34571 1.48992

Properties
Energy in hartree: -1052.037331
Energy above the lowest of the compared OMol25 structures with the same formula, charge and spin in eV: 2.382
Frontier orbital gap in eV: 8.316
M in g mol⁻¹: 126.61
LUMO level in eV: 0.139

---

The molecule C3H7ClS, computed with wB97M-V/def2-TZVPD.

Element x y z (Å)
C1 0.75015 -0.77679 -0.94769
C2 -0.34953 -0.33257 -0.00200
S1 -2.00484 -0.08000 -0.58591
C3 0.25102 0.63383 0.98928
Cl1 0.47425 2.27981 0.31656
H1 1.63677 -0.95355 -0.36753
H2 0.31453 -1.67125 -1.33333
H3 0.93172 -0.08555 -1.63995
H4 -0.59803 -1.15282 0.71840
H5 -2.05709 1.15310 -0.26857
H6 1.17006 0.31538 1.41597
H7 -0.51902 0.67040 1.70478

Properties
Energy in hartree: -976.850182
Energy above the lowest of the compared OMol25 structures with the same formula, charge and spin in eV: 0.649
Frontier orbital gap in eV: 10.105
M in g mol⁻¹: 110.61
LUMO level in eV: 0.845
Structure (SMILES): C[C@H](S)CCl

---

A 2-piece molecular cluster, C3H7ClS overall, computed with wB97M-V/def2-TZVPD.

Element x y z (Å)
C1 2.00784 -0.20100 0.54434
C2 -2.04849 0.27843 -0.30717
C3 1.52023 1.01780 -0.14524
S1 -3.24650 1.55098 0.16773
Cl1 2.81475 2.13780 -0.18323
H1 1.43073 -1.07532 0.30184
H2 3.07360 -0.25664 0.53070
H3 1.70134 0.14489 1.62227
H4 -2.53576 -0.59368 -0.72051
H5 -1.38343 0.78848 -1.02749
H6 -1.43874 0.01828 0.54092
H7 -2.26582 2.36901 0.69924

Properties
Energy in hartree: -976.745732
Energy above the lowest of the compared OMol25 structures with the same formula, charge and spin in eV: 3.491
Frontier orbital gap in eV: 8.253
M in g mol⁻¹: 110.61
LUMO level in eV: -0.499